{"formula": "C8H14O3", "method": "the ωB97M-V functional and the def2-TZVPD basis", "smiles": "C[C@H]1C=C[C@@H](CCCO)OO1", "homo_lumo_gap_ha": 0.36696, "lumo_ev": 0.85, "homo_energy_ev": -9.14, "total_charge": 0, "elements": ["C", "C", "C", "C", "C", "C", "C", "C", "O", "O", "O", "H", "H", "H", "H", "H", "H", "H", "H", "H", "H", "H", "H", "H", "H"], "xyz": [[-1.648, -0.555, 3.265], [-0.269, 0.180, 2.742], [0.629, -0.977, 2.291], [1.069, -1.076, 1.024], [1.125, 0.319, 0.190], [0.353, 0.067, -1.059], [0.472, 0.961, -2.287], [0.093, 0.459, -3.671], [-1.158, -0.200, -3.395], [0.792, 1.305, 0.996], [-0.454, 1.008, 1.699], [-2.027, -1.049, 2.384], [-1.095, -1.272, 3.923], [-2.511, -0.024, 3.782], [0.221, 0.620, 3.639], [0.840, -1.709, 3.072], [1.520, -1.899, 0.404], [2.173, 0.501, -0.069], [-0.680, 0.125, -0.640], [0.548, -0.917, -1.523], [-0.444, 1.488, -2.203], [1.440, 1.527, -2.191], [0.024, 1.336, -4.343], [0.908, -0.153, -4.008], [-1.920, -0.065, -4.022]]}